(1)
A molecular structure, C38H77BrF2I3N9O8S. Source: OMol25; level of theory: wB97M-V/def2-TZVPD.

```
! RIJCOSX wB97M-V def2-TZVPD def2/J DEFGRID3
* xyz 0 1
H -1.6945 8.2694 -1.0848
F -1.0894 2.7304 -5.3592
H 5.4620 -3.6343 -0.0107
C -1.4044 -1.0286 -3.3124
H 2.2892 -3.7744 3.1869
N -0.9109 -3.5836 -3.0355
S -1.8597 -4.9296 -3.0140
C -4.2458 -1.8948 -3.4781
C -3.1803 -2.9443 -3.2795
C -2.0255 8.4622 -3.2405
F -2.2298 1.9804 -1.2762
H -2.5273 -4.7992 4.5277
O -0.8436 -3.2242 2.0601
H 2.5960 -0.1224 -2.7822
H 5.3685 -5.9237 3.0561
C -1.5759 7.6919 -2.0027
H -0.0074 9.1465 -3.7601
I 0.7955 -0.0183 -5.2381
H 8.3536 -7.0810 1.4474
C -1.8412 -3.4083 3.0551
H 7.5785 -5.5682 1.0069
N -4.7247 6.2417 -0.1243
C 7.5433 -6.3950 1.7235
H 0.6072 10.0435 -1.8238
H -2.8152 -3.0540 2.6942
O 6.4658 -0.4047 0.7494
H -0.1827 -4.7851 4.6454
I -6.0670 0.2681 -5.7667
H -0.1059 1.2676 -2.0637
C -6.1414 0.6682 -2.6578
H -3.2392 9.8145 -2.3573
H 4.9157 -1.1847 1.8705
C 5.6399 -1.7893 -1.1429
H 4.3507 -2.4953 5.8277
C 4.0904 -2.9083 4.8449
H -8.9682 4.7830 0.6580
H -2.2957 -3.4089 0.5672
H -7.9177 6.0898 1.1982
H -2.0074 -6.1133 1.8247
H -3.5570 -5.3783 2.2652
C 1.9594 -3.8896 5.8834
O -3.1465 3.2199 -2.8572
H 1.6516 -1.3964 4.4797
H 2.7126 -0.0556 4.0562
C -2.4685 -0.0219 -3.5062
H -7.6152 6.5291 -1.9672
H 0.5080 -0.2144 -1.1145
C 2.0430 0.7542 -2.3321
H -0.5282 7.3924 -2.0875
H -2.1720 6.7842 -1.8851
C -1.0271 9.5455 -3.6901
H -4.6562 1.6427 -3.9167
I -5.1734 0.7069 -0.6972
O 3.5985 -1.8901 3.9874
H -8.9821 6.3189 -0.2286
N 5.0941 -6.2131 2.1172
N 2.6818 -4.5865 3.6639
C -0.2931 10.6522 -1.7037
C 6.0864 -8.4310 2.2874
C 0.1283 -0.6703 -3.2563
H 2.8938 -0.8263 5.6430
H 3.7497 -4.9382 5.4228
H 1.1913 -3.2775 5.4067
H 5.2794 -0.0116 -2.0711
H 2.2618 -3.3994 6.8122
C -6.8014 5.9865 -1.4695
N -2.0098 1.3642 -3.6200
C -2.5188 2.2360 -2.6051
C 6.1654 -7.0722 1.5989
H -4.2784 5.5378 -0.7096
H -7.8258 1.8448 -3.5483
H -2.9095 -6.7296 3.1970
C -2.6380 -5.8156 2.6640
H -5.2258 7.3947 -1.7903
C 0.5116 0.3385 -2.0990
H -1.0114 -4.6640 0.5873
H -7.6410 1.9840 -1.7721
H -0.0138 -5.2612 3.1282
C -1.9347 -4.8445 3.6072
O -3.0020 1.7180 -5.7312
C -5.0772 0.5987 -3.8273
O -1.0487 10.7264 -2.9005
H 7.4204 -2.1295 0.0881
H -3.6952 9.4577 -3.8499
H 8.8326 -6.1491 4.7140
H 6.5005 -1.9905 2.1156
N 4.7484 -0.6903 -1.5287
H -0.6450 -3.0298 0.0398
H 7.4914 -0.7161 -0.9516
H -6.3316 5.3609 -2.2350
C 3.1609 -4.1297 4.9748
H 5.0929 -5.3421 1.5884
H 5.1990 -8.9727 1.9527
H 8.8863 -7.4972 3.5639
N -0.6115 -5.3844 3.9447
H 7.4013 -7.1561 4.5116
C 8.2499 -6.7139 3.9843
C 4.8147 -2.8723 -0.4535
Br -6.0789 -2.6016 -3.6060
H 4.1702 -2.4715 0.3308
H -0.9092 10.2627 -0.8899
C -1.2361 -3.6075 0.7535
H -2.1096 7.7392 -4.0594
H 3.4863 -4.8351 3.0919
H -6.8590 -0.1899 -2.6389
O -7.3218 5.0807 -0.5048
N -3.3585 9.0257 -2.9918
H 5.0288 -3.2445 4.3911
H 1.4902 -4.8406 6.1476
H 0.0079 11.6656 -1.4326
C 5.9953 -1.0382 1.9287
H 4.5101 -0.1827 -0.6773
H 6.1903 -0.3724 2.7710
C 2.6667 -1.0072 4.5889
C -3.9372 -0.4593 -3.5923
N -3.4105 -4.3133 -3.1823
H 2.1566 1.5995 -3.0608
H 6.0535 -2.2292 -2.0572
C -5.7312 6.9503 -0.9260
O 7.7953 -5.8084 2.9929
H 4.1635 -3.3692 -1.1767
C -6.3040 8.0975 -0.1003
H 6.0154 -8.3460 3.3728
H 2.5706 1.0151 -1.3785
H -5.2261 5.6913 0.5720
C -2.1378 1.9138 -4.9499
H -6.4473 2.9204 -2.8637
C 6.8271 -1.2912 -0.2990
H 5.9815 -7.2384 0.5319
H -7.1647 8.5486 -0.6008
H -5.5513 8.8780 0.0335
C -8.3477 5.6127 0.3142
H 0.6924 -1.6267 -3.0422
H -6.6142 7.7811 0.8972
H -1.3062 9.8632 -4.6995
H 6.9593 -9.0428 2.0470
H -1.5566 -2.7478 3.8804
C -7.0485 1.9849 -2.7359
C -1.7359 -2.4836 -3.1936
*
```

Output
electronic energy: -181054.9262 eV
LUMO level: -0.0643 Ha
HOMO energy: -8.91 eV

(2)
5 unconnected molecules or ions with the total composition C38H77N6O6. Source: OMol25; level of theory: wB97M-V/def2-TZVPD.

```
! RIJCOSX wB97M-V def2-TZVPD def2/J DEFGRID3
* xyz -1 5
C -1.2065 2.8990 3.3554
H -5.2046 -1.5070 -2.4765
C -8.3163 -2.2532 0.8801
N 14.2360 3.2427 -0.4544
C 4.3596 5.0174 1.5482
C -2.5826 -5.0809 -5.8725
H -3.5256 -3.1132 -6.1263
C -2.1189 -5.8674 -2.1271
H -1.9711 4.0426 5.0557
O 4.7944 7.2437 1.2538
C 7.1021 5.8329 2.3644
H -1.2508 3.8543 1.3566
C -7.6209 -3.5141 0.3217
C -1.0552 3.5219 4.7588
C 0.0386 2.0746 2.9646
H -3.7509 -1.0474 -0.7973
C 0.1077 0.6864 3.5951
H -8.0624 -2.1059 1.9367
H -6.0617 -0.4959 1.0034
C -3.7732 0.0352 3.7561
C -2.2901 0.7640 5.5143
C -1.8894 -6.0700 -3.6432
H -3.9334 -1.5390 0.8732
O -2.8107 1.9372 2.0400
H 6.6794 4.7129 4.1644
C -7.9267 -0.9958 0.0934
C 7.2831 7.1094 0.1256
N -2.4629 2.0999 3.3447
C 12.5723 4.9070 -0.2234
H -5.2335 -3.2477 -2.2320
H -3.4504 -4.0645 -7.6149
H 11.7780 1.9151 -0.7551
H -1.0602 -7.6048 -5.9292
C -5.7195 -2.3082 -1.9433
H -6.7348 -2.3154 -2.3382
H 2.4567 5.6527 0.6502
N 5.1575 6.0185 0.7874
H 2.6786 6.2454 2.3023
H -1.6719 -6.6826 -1.5445
H -8.3444 -1.0233 -0.9198
H 4.4222 3.8939 3.4079
H -6.1798 -0.0010 -0.6666
H -4.5612 0.5662 4.2960
H 6.7465 4.5156 -0.8016
H -8.3701 -0.1140 0.5699
C -8.2861 -3.8260 -1.0481
H 4.0572 3.8847 -0.2980
C -7.9317 -4.7957 1.1328
H -0.3810 -5.2057 -6.1412
C -0.3397 -5.9894 -3.7539
C 6.6452 5.9253 0.8924
H -1.1404 -1.0296 3.9666
H 7.0655 7.0288 -0.9421
C 7.2491 4.6971 0.1562
C -1.2194 -4.5444 -6.3596
H 5.3147 3.1872 0.7318
N -2.6021 -4.9945 -4.3894
C -2.1230 -7.6134 -5.6547
O -5.6685 -3.3118 1.5189
H -3.5463 -2.7449 -0.3634
H -2.1923 4.7089 2.5861
C 2.8580 5.3983 1.6354
H -3.7504 -0.9929 4.1310
H 0.0731 1.9462 1.8737
H 3.6429 2.9908 1.1574
H -1.2713 0.8800 5.8837
H 8.1838 5.6737 2.4152
H -2.6329 -0.1881 5.9339
C 11.4945 3.7371 -0.2348
C -6.4120 -0.8254 0.0145
H -7.5615 -5.6764 0.6030
H -3.3405 -7.6905 -3.8795
H 0.1292 -6.5257 -2.9189
N 13.9613 4.4800 0.1019
H -4.0892 -0.0272 2.7125
H 0.9476 2.6288 3.2218
H 0.0722 -6.4560 -4.6497
H 12.2559 5.6257 0.6160
H -2.5024 -8.5896 -5.9807
H -4.6415 -4.4615 -6.3905
H 8.3715 7.1169 0.2435
C -1.2129 -0.0760 3.4348
O -3.9616 -5.0438 -3.9991
C 4.8767 4.7957 2.9852
C -2.8514 -6.5060 -6.4068
C 4.3561 3.7037 0.7391
C 6.3947 4.6929 3.1067
H 7.2341 3.7743 0.7349
O 11.4143 2.7069 -1.2226
C -2.2979 -7.4761 -4.1394
H -1.6581 -4.9320 -1.7974
C -3.6112 -4.1261 -6.5317
H 4.5458 5.6209 3.6314
H -1.2149 -4.4152 -7.4462
H -0.8056 2.8018 5.5367
H -9.4039 -2.3736 0.8437
H -7.4851 -4.8114 2.1298
H -1.0069 -3.5653 -5.9193
H 6.9317 8.0917 0.4499
C -4.1348 -1.8465 -0.1567
H -9.0100 -4.9222 1.2757
H -3.1720 -5.8241 -1.8396
H -2.5871 -6.5620 -7.4702
C -1.2791 4.1321 2.4130
H -2.9121 1.5530 5.9542
H 6.9090 6.7753 2.8905
H -1.3531 -0.3284 2.3775
N -6.1413 -3.3313 0.2434
H 14.7297 3.3116 -1.3532
H -3.9273 -6.7239 -6.3609
H 0.3804 0.7789 4.6532
H -9.2555 -4.3143 -0.8946
H 12.6003 5.5244 -1.1866
H 6.7261 3.7174 2.7319
H -1.6961 -8.2458 -3.6403
H 0.0113 -4.9509 -3.7086
H 8.3078 4.8701 -0.0639
H 0.9189 0.1141 3.1321
H 14.7028 2.6110 0.2048
H -7.6717 -4.5090 -1.6466
H 2.2659 4.5663 2.0283
C -2.4114 0.7408 3.9647
H -0.2496 4.2589 4.7727
O 10.6274 3.7188 0.6617
C -5.6438 -2.0925 -0.4175
H -8.5102 -2.9456 -1.6492
H -0.4302 4.8031 2.5766
*
```

Output
electronic energy: -61870.0996 eV
LUMO level (spin up / spin down): 0.0487 / 0.0004 Ha
HOMO energy (spin up / spin down): -1.63 / -1.63 eV